No. 1
{
  "formula": "C6H14O",
  "method": "ωB97M-V with the def2-TZVPD basis set",
  "species": ["C", "C", "C", "C", "C", "C", "H", "H", "H", "H", "H", "H", "H", "H", "H", "H", "H", "H", "H", "H", "O"],
  "coordinates": [[1.3650, -1.3703, -0.4804], [0.0991, -0.8803, 0.2294], [0.1483, 0.6090, 0.5437], [0.0795, 1.5878, -0.6549], [-2.0068, 2.4833, -1.6144], [-1.1596, 1.4654, -1.4809], [2.1890, -0.6691, -0.3576], [1.2563, -1.4959, -1.5577], [1.6991, -2.3239, -0.0834], [-0.6754, -0.9359, -0.5460], [-0.0583, -1.4645, 1.1306], [0.9546, 0.8798, 1.2371], [-0.6584, 0.8747, 1.2540], [1.0299, 1.4587, -1.1749], [0.1031, 2.5841, -0.2061], [-1.6976, 3.4491, -1.2225], [-2.8949, 2.4011, -2.2390], [-1.4758, 0.4861, -1.8273], [0.9493, -2.7706, 3.6873], [0.2491, -3.6341, 2.5417], [0.5044, -2.7345, 2.8213]],
  "forces_ev_per_a": [[0.5, 0.0, 0.0], [0.4, 0.9, -1.2], [-0.8, 0.6, 1.4], [0.6, -0.5, 1.2], [0.5, -0.1, -0.6], [-0.4, 0.1, 0.5], [0.2, 0.1, 0.2], [-0.2, 0.0, -0.1], [0.0, -0.2, 0.1], [-0.5, -0.7, 0.7], [-0.4, -0.1, -0.1], [0.7, -0.2, -0.7], [-0.4, -0.3, -0.6], [-0.2, 0.0, -0.6], [0.0, 0.1, -0.3], [-0.4, 0.0, -0.1], [0.0, 0.1, 0.4], [0.3, 0.0, -0.2], [-0.1, -0.5, 0.1], [0.2, -0.2, 0.5], [-0.1, 0.7, -0.6]],
  "lowdin_spin": [0.066, 0.074, 0.031, 0.002, 0.004, 0.002, 0.004, 0.003, 0.042, 0.005, 0.035, 0.013, 0.010, 0.001, 0.001, 0.000, 0.001, 0.002, 0.127, 0.131, 0.446],
  "energy_ev": -8494.379,
  "total_charge": -1,
  "gap_ev": [2.20, 9.77],
  "multiplicity": 2,
  "de_lowest_kcal_mol": 12.4,
  "homo_energy_ev": [1.08, -6.54]
}


No. 2
{
  "formula": "C6H14O",
  "method": "ωB97M-V with the def2-TZVPD basis set",
  "species": ["C", "C", "C", "C", "C", "C", "H", "H", "H", "H", "H", "H", "H", "H", "H", "H", "H", "H", "O", "H", "H"],
  "coordinates": [[-3.5288, -0.7857, 1.4287], [-2.3289, -1.3501, 1.3302], [-1.3561, -1.1387, 0.2096], [0.0895, -1.0859, 0.7869], [1.1717, -0.3261, 0.0288], [0.8013, 1.1219, -0.3789], [-3.9238, -0.1559, 0.6461], [-4.0509, -0.9106, 2.3676], [-1.9825, -1.9692, 2.1518], [-1.3756, -1.9463, -0.5245], [-1.5096, -0.1786, -0.2798], [0.1445, -0.8914, 1.8508], [0.3759, -2.1423, 0.8720], [1.5722, -0.9183, -0.7934], [1.9905, -0.1875, 0.7422], [1.3415, 1.4197, -1.2632], [1.1084, 1.8213, 0.3921], [-0.2714, 1.2198, -0.4924], [3.6290, 2.5233, -2.9306], [3.9024, 3.3104, -2.4339], [4.2006, 2.5700, -3.7101]],
  "forces_ev_per_a": [[0.7, -0.2, 0.4], [-0.3, 0.3, -0.3], [1.2, 0.5, 0.6], [0.0, -1.7, 0.0], [0.2, 0.7, 0.6], [0.1, -0.7, 0.4], [-0.1, 0.1, 0.0], [-0.5, 0.0, -0.2], [0.0, -0.1, 0.0], [-0.2, 0.1, -0.1], [-0.6, -0.2, -0.2], [-0.6, 1.1, 0.3], [0.3, -0.1, -0.4], [-0.2, 0.1, -0.2], [0.2, -0.4, -0.2], [-0.1, 0.1, -0.5], [-0.1, 0.1, 0.3], [-0.1, 0.3, -0.4], [0.4, 0.5, -0.1], [-0.2, -0.3, 0.0], [-0.2, -0.2, 0.1]],
  "mulliken_charge": [-0.807, -0.169, -0.180, -0.963, -0.504, -0.895, 0.282, 0.247, 0.296, 0.256, 0.229, 0.459, 0.383, 0.342, 0.267, 0.204, 0.288, 0.261, -0.623, 0.312, 0.316],
  "energy_ev": -8495.387,
  "gap_ev": 10.33,
  "smiles": "C=CCCCC.O",
  "de_lowest_kcal_mol": 34.7,
  "homo_energy_ev": -9.50
}


No. 3
{
  "formula": "C6H14O",
  "method": "ωB97M-V with the def2-TZVPD basis set",
  "species": ["C", "C", "C", "C", "C", "C", "O", "H", "H", "H", "H", "H", "H", "H", "H", "H", "H", "H", "H", "H", "H"],
  "coordinates": [[1.9353, 0.0044, -0.3467], [0.7856, 0.9349, 0.0377], [1.2173, 1.9117, 1.1300], [-0.4443, 0.1496, 0.5010], [-1.0195, -0.7654, -0.5551], [-2.2491, -1.5495, -0.1357], [-1.0497, -0.1776, -1.7869], [2.7748, 0.5793, -0.7529], [1.6232, -0.7400, -1.0846], [2.2928, -0.5436, 0.5345], [0.4964, 1.5151, -0.8499], [2.1000, 2.4796, 0.8173], [1.4767, 1.3718, 2.0497], [0.4213, 2.6271, 1.3712], [-1.1997, 0.8509, 0.9037], [-0.1916, -0.5331, 1.3190], [-0.1181, -1.9968, -0.6028], [-2.9928, -1.7248, -0.9236], [-2.7251, -1.2747, 0.8147], [-1.5447, -2.3841, -0.0787], [-1.5890, -0.7349, -2.3618]],
  "forces_ev_per_a": [[0.1, 0.0, 0.0], [0.0, 0.0, 0.0], [0.1, 0.1, 0.0], [0.2, -0.2, 0.0], [2.3, -2.0, 0.0], [0.5, -0.9, 0.1], [-0.3, 0.3, -0.5], [-0.1, -0.1, 0.1], [0.1, 0.2, 0.0], [0.0, 0.1, -0.1], [0.0, -0.1, 0.2], [-0.1, -0.1, 0.1], [0.0, 0.1, -0.1], [0.1, -0.1, 0.0], [0.0, -0.3, -0.4], [0.1, 0.3, 0.2], [-1.1, 3.6, -0.3], [0.3, 0.2, 0.1], [0.2, 0.1, -0.4], [-2.4, -1.3, 1.1], [0.1, 0.2, 0.0]],
  "mulliken_charge": [-1.407, 0.776, -1.541, -1.048, 0.140, -1.029, -0.441, 0.390, 0.351, 0.289, 0.253, 0.397, 0.337, 0.364, 0.452, 0.306, 0.085, 0.281, 0.279, 0.404, 0.361],
  "energy_ev": -8494.300,
  "gap_ev": 9.98,
  "de_lowest_kcal_mol": 59.8,
  "homo_energy_ev": -9.08
}


No. 4
{
  "formula": "C6H14O",
  "method": "ωB97M-V with the def2-TZVPD basis set",
  "species": ["C", "O", "C", "C", "C", "C", "C", "H", "H", "H", "H", "H", "H", "H", "H", "H", "H", "H", "H", "H", "H"],
  "coordinates": [[2.5598, -1.2792, -0.6216], [1.1716, -1.0923, -0.4772], [0.8150, 0.2297, -0.1435], [-0.6858, 0.3127, 0.1382], [-1.0515, 1.7815, 0.3744], [-1.4643, -0.2255, -1.0657], [-1.0151, -0.5167, 1.3834], [3.0851, -0.3263, -0.7759], [2.7329, -1.9140, -1.4965], [2.9884, -1.7667, 0.2656], [1.0752, 0.9063, -0.9776], [1.3754, 0.5659, 0.7467], [-0.5048, 2.2016, 1.2274], [-2.1225, 1.8775, 0.5870], [-0.8310, 2.3969, -0.5068], [-1.2016, -1.2698, -1.2554], [-1.2374, 0.3532, -1.9698], [-2.5445, -0.1629, -0.8859], [-0.7211, -1.5614, 1.2388], [-2.0906, -0.4836, 1.5929], [-0.4886, -0.1316, 2.2666]],
  "forces_ev_per_a": [[0.3, 0.0, -0.1], [-0.1, 0.0, 0.0], [0.0, 0.3, 0.1], [0.0, 0.0, 0.0], [0.0, 0.1, 0.0], [0.0, 0.0, -0.1], [0.0, 0.0, 0.1], [-0.1, -0.1, 0.0], [0.0, 0.0, 0.2], [-0.1, 0.1, -0.1], [0.0, -0.1, 0.1], [-0.1, 0.0, -0.1], [0.0, -0.1, -0.1], [0.1, 0.0, 0.0], [0.0, -0.1, 0.1], [-0.1, 0.1, 0.0], [0.0, -0.1, 0.1], [0.2, 0.0, 0.0], [-0.1, 0.2, 0.0], [0.1, 0.0, 0.0], [-0.1, 0.0, -0.2]],
  "mulliken_charge": [-0.771, -0.311, -1.063, 2.087, -1.780, -1.731, -1.729, 0.355, 0.235, 0.249, 0.486, 0.466, 0.394, 0.406, 0.397, 0.353, 0.363, 0.444, 0.350, 0.426, 0.375],
  "energy_ev": -8496.269,
  "gap_ev": 10.64,
  "smiles": "COCC(C)(C)C",
  "de_lowest_kcal_mol": 14.4,
  "homo_energy_ev": -9.72
}


No. 5
{
  "formula": "C6H14O",
  "method": "ωB97M-V with the def2-TZVPD basis set",
  "species": ["C", "C", "C", "C", "C", "C", "O", "H", "H", "H", "H", "H", "H", "H", "H", "H", "H", "H", "H", "H", "H"],
  "coordinates": [[-3.4107, -0.0223, 0.4516], [-2.1357, 0.3338, -0.3345], [-0.8540, 0.2567, 0.5010], [0.4032, 0.2327, -0.3668], [1.6922, -0.0477, 0.4024], [2.8534, -0.3157, -0.5387], [4.0041, -0.6036, 0.2324], [-3.8209, -0.9880, 0.1352], [-4.1969, 0.7285, 0.3260], [-3.2067, -0.1057, 1.5245], [-2.0304, -0.3473, -1.1888], [-2.2193, 1.3384, -0.7681], [-0.8163, 1.1023, 1.2031], [-0.8777, -0.6528, 1.1183], [0.4945, 1.1811, -0.9163], [0.2723, -0.5488, -1.1304], [1.9500, 0.7915, 1.0605], [1.5631, -0.9273, 1.0466], [2.5944, -1.1627, -1.1961], [3.0162, 0.5616, -1.1871], [4.7251, -0.8048, -0.3748]],
  "forces_ev_per_a": [[-0.1, 0.0, 0.0], [0.0, 0.0, -0.1], [0.0, 0.0, 0.0], [0.0, 0.0, -0.1], [0.0, 0.0, 0.0], [-0.4, 0.1, -0.2], [0.3, -0.1, -0.1], [0.1, 0.2, 0.1], [0.1, -0.1, 0.0], [0.0, 0.1, -0.1], [0.0, 0.1, 0.1], [0.0, -0.1, 0.1], [0.0, -0.1, -0.1], [0.0, 0.1, -0.1], [0.0, -0.1, 0.1], [0.0, 0.1, 0.1], [0.0, -0.1, -0.1], [0.0, 0.1, -0.1], [0.1, 0.1, 0.1], [0.0, -0.1, 0.1], [0.0, 0.0, 0.2]],
  "mulliken_charge": [-1.145, -0.383, -0.689, -0.681, -0.563, -0.528, -0.503, 0.276, 0.313, 0.343, 0.347, 0.292, 0.271, 0.408, 0.319, 0.374, 0.298, 0.320, 0.313, 0.311, 0.305],
  "energy_ev": -8496.405,
  "gap_ev": 11.30,
  "smiles": "CCCCCCO",
  "de_lowest_kcal_mol": 11.2,
  "homo_energy_ev": -10.29
}


No. 6
{
  "formula": "C6H14O",
  "method": "ωB97M-V with the def2-TZVPD basis set",
  "species": ["C", "C", "C", "C", "C", "C", "H", "H", "H", "H", "H", "H", "H", "H", "H", "H", "H", "H", "O", "H", "H"],
  "coordinates": [[1.3086, -3.0829, 1.1655], [0.6210, -2.0215, 0.7322], [-0.3780, -1.4152, 1.6860], [1.1330, -1.3074, -0.5287], [1.3021, 0.2111, -0.3845], [-0.0486, 0.9325, -0.2557], [1.3150, -3.3185, 2.2220], [1.9461, -3.5951, 0.4634], [-0.5314, -2.1469, 2.4836], [-0.1234, -0.4967, 2.1812], [-1.3421, -1.3285, 1.2009], [0.6180, -1.4929, -1.4728], [2.1280, -1.7454, -0.6357], [1.6778, 0.5577, -1.3384], [1.9599, 0.5026, 0.4318], [-0.8390, 0.4256, -0.7939], [0.0801, 1.9865, -0.5070], [-0.4085, 0.8979, 0.7756], [-3.1493, 5.7194, -2.3781], [-3.3557, 5.2552, -3.1997], [-3.9137, 5.4625, -1.8479]],
  "forces_ev_per_a": [[-0.2, 0.6, -0.3], [0.9, 0.5, 0.4], [-0.3, -1.2, 0.1], [0.4, -0.3, 0.5], [-1.3, -0.2, -0.4], [0.3, 0.1, 1.2], [-0.4, -0.7, -0.2], [0.5, -0.1, 0.3], [0.0, 0.1, 0.0], [0.3, 0.6, -0.1], [-0.3, 0.4, -0.1], [-0.5, -0.1, 0.2], [0.0, 0.1, -0.4], [0.7, 0.1, -0.1], [0.2, -0.1, -0.1], [-0.1, 0.2, -0.7], [-0.4, -0.1, -0.3], [0.1, 0.3, -0.1], [-0.5, -0.4, -0.2], [0.4, 0.2, -0.1], [0.2, 0.2, 0.3]],
  "mulliken_charge": [-0.977, 0.892, -1.481, -0.663, -0.495, -1.051, 0.265, 0.325, 0.413, 0.322, 0.349, 0.304, 0.310, 0.317, 0.303, 0.315, 0.348, 0.204, -0.638, 0.319, 0.319],
  "energy_ev": -8495.318,
  "gap_ev": 9.98,
  "smiles": "C=C(C)CCC.O",
  "de_lowest_kcal_mol": 36.3,
  "homo_energy_ev": -9.08
}